Entry 1:
23
Properties=species:S:1:pos:R:3 method="wB97M-V/def2-TZVPD" e_homo_ev="-14.64 / -14.64" lumo_energy_ev="-3.77 / -7.76" de_lowest_ev=0.724 homo_lumo_gap_ev="10.9 / 6.9" spin_multiplicity=2 total_charge=+1 s_squared=0.76
C 0.65932 0.87281 -3.36925
C -0.56633 0.27340 -2.75426
C -0.28098 -0.77539 -1.66531
C -0.50365 -0.62846 -0.33753
N -0.12235 -1.47854 0.69716
H 1.28272 1.29591 -2.57365
H 0.24744 1.59215 -4.11710
H 1.24019 0.01196 -3.77560
H -1.09567 1.12802 -2.27318
H -1.40236 -0.04965 -3.51623
H 0.35404 -1.67047 -1.97223
H -0.75348 0.29355 0.09128
H -0.72919 -1.42425 1.61176
H 0.10799 -2.44218 0.30164
H -1.13245 0.13165 3.27268
H -2.01565 -1.02557 3.83868
O -1.74739 -0.61913 2.98637
H -0.21498 2.32844 2.72688
H 0.81541 1.19193 2.64829
O 0.04481 1.50458 3.23694
H 1.26250 -0.53892 1.25798
H 2.65612 -0.22475 2.02880
O 1.89396 0.25289 1.65588

---

Entry 2:
25
Properties=species:S:1:pos:R:3 method="wB97M-V/def2-TZVPD" e_homo_ev=-8.63 lumo_energy_ev=0.35 de_lowest_ev=1.655 homo_lumo_gap_ev=9.0 smiles=CSSC[C@@H](N)CO.O.O spin_multiplicity=1
N -1.57883 0.47011 2.56874
C -1.63133 0.28160 1.08467
C -0.44122 0.88800 0.34845
O 0.54835 1.17772 1.36190
C -1.75913 -1.23568 0.73952
S -0.42521 -2.35856 0.31978
S 1.31157 -1.70360 -0.49786
C 1.14855 -1.13951 -2.23135
H -0.65545 0.27512 2.87012
H -1.69471 1.48000 2.63404
H -2.63717 0.75051 0.87560
H -0.68751 2.00436 0.14911
H 0.00366 0.54508 -0.56773
H 1.09973 0.37622 1.30425
H -2.45420 -1.76638 1.44908
H -2.30332 -1.26358 -0.16863
H 2.21959 -1.16516 -2.55512
H 0.63359 -1.99284 -2.70859
H 0.50488 -0.17890 -2.29588
H -1.13378 3.16978 -2.08958
H 0.47947 3.09826 -1.68448
O -0.34765 2.66102 -1.98087
H 1.52224 2.92836 0.07765
H 2.54373 2.87335 -1.04404
O 1.79254 3.43030 -0.68837

---

Entry 3:
24
Properties=species:S:1:pos:R:3 method="wB97M-V/def2-TZVPD" e_homo_ev=-9.66 lumo_energy_ev=0.75 de_lowest_ev=0.482 homo_lumo_gap_ev=10.4 smiles="CCN(C)C=O.O.O.O" spin_multiplicity=1
C -1.41147 -1.05659 0.08033
N -1.00339 -0.23026 -0.88498
C -1.61224 1.07914 -1.11441
C -3.03025 1.23775 -0.60256
C 0.28606 -0.41871 -1.51188
O -0.79178 -2.04081 0.48835
H -2.39269 -0.83561 0.50613
H -0.96916 1.83815 -0.66573
H -1.55623 1.27953 -2.18996
H -3.68096 0.44962 -0.96076
H -3.41695 2.16953 -0.99146
H -3.08782 1.25848 0.48270
H 1.06602 0.14871 -1.00535
H 0.24218 -0.08077 -2.54186
H 0.55527 -1.46609 -1.50461
H 2.63840 3.00766 -0.17112
H 2.05875 1.82710 0.64636
O 1.81244 2.53659 0.00752
H 0.91624 -2.05604 0.80933
H 2.05338 -2.81109 1.51851
O 1.88011 -2.02510 0.99913
H 2.33359 -0.39214 1.51988
H 2.00890 0.59837 2.65921
O 2.50827 0.52764 1.83895

---

Entry 4:
24
Properties=species:S:1:pos:R:3 method="wB97M-V/def2-TZVPD" e_homo_ev=-9.79 lumo_energy_ev=0.27 de_lowest_ev=3.246 homo_lumo_gap_ev=10.1 smiles="CCNC(C)=O.O.O.O" spin_multiplicity=1
C -2.04874 0.66151 0.44141
C -1.32898 -0.64159 0.19706
N 0.06900 -0.56931 0.20546
C 0.90515 0.37919 0.96306
C 0.65324 0.24630 2.58198
O -1.89900 -1.69869 0.01361
H -1.46729 1.55004 1.04221
H -2.23298 1.22521 -0.58301
H -3.01551 0.51449 0.89736
H 0.57414 -1.47029 -0.13430
H 0.89228 1.47651 0.49072
H 1.97648 0.29862 0.55860
H 0.04951 1.30838 2.88140
H 1.60959 0.35941 2.98409
H 0.05078 -0.72051 2.67801
H 2.23254 -0.13173 -2.32496
H 0.86603 -0.72858 -2.32132
O 1.84829 -0.95183 -2.19437
H 0.11001 1.59687 -1.63347
H -0.09602 3.01342 -1.06498
O 0.29166 2.57944 -1.83253
H -0.35097 -3.05857 -0.70419
H -0.09380 -2.30967 -1.85094
O 0.40459 -2.92863 -1.29090

---

Entry 5:
26
Properties=species:S:1:pos:R:3 method="wB97M-V/def2-TZVPD" e_homo_ev=-10.19 lumo_energy_ev=0.44 de_lowest_ev=1.163 homo_lumo_gap_ev=10.6 smiles="NC(=O)CCC=O.O.O.O.O" spin_multiplicity=1
O 1.93700 0.35560 -2.11770
C 0.97053 -0.14920 -2.62880
C -0.05364 -0.86853 -1.81980
C -1.13633 0.06164 -1.22863
C -1.73517 -0.61915 -0.01958
N -1.95898 0.16504 1.05323
O -1.97239 -1.81696 0.02298
H 0.94586 -0.19814 -3.75166
H -0.49248 -1.66575 -2.42023
H 0.38746 -1.51409 -1.05680
H -0.61751 1.00173 -0.97439
H -1.73443 0.37916 -2.09675
H -1.83045 1.16261 0.99144
H -2.33897 -0.15024 1.92647
H 0.64879 -0.89208 1.59576
H 1.06754 0.36967 0.89035
O 0.88670 0.02261 1.76963
H -0.52234 1.82367 2.98446
H 0.37581 2.27660 1.85295
O -0.41689 2.52146 2.33545
H 2.13186 3.03402 -0.25440
H 3.08753 1.83725 -0.49804
O 2.61826 2.33248 0.18260
H -0.59835 -3.43763 0.62626
H 0.07429 -2.93999 1.78521
O 0.27631 -3.09178 0.84998

---

Entry 6:
22
Properties=species:S:1:pos:R:3 method="wB97M-V/def2-TZVPD" e_homo_ev=-6.47 lumo_energy_ev=-0.01 de_lowest_ev=6.472 homo_lumo_gap_ev=6.5 spin_multiplicity=1
C 2.25610 -1.65172 -0.11301
C -2.06612 0.40952 -1.20534
C -2.94541 -0.06751 0.91703
C 1.09181 -0.72890 -0.67939
N -1.76781 -0.07031 0.09917
Si 2.16853 0.97179 -1.01227
Si -0.25728 -0.42427 0.62619
H 2.74450 -1.00512 0.64625
H 1.96660 -2.53531 0.35941
H 2.94330 -1.91607 -0.86301
H -1.26892 0.21221 -1.84569
H -2.84339 -0.25550 -1.65172
H -2.35256 1.52034 -1.13074
H -3.37129 1.01424 0.83950
H -3.65523 -0.83886 0.48304
H -2.59898 -0.16672 1.95342
H 0.76058 -1.16029 -1.58101
H 2.75438 0.85256 -2.37632
H 3.14624 0.99606 0.08018
H 1.26973 2.05736 -1.28041
H 0.85011 2.00324 1.83276
H -0.23200 -0.51144 2.08389

---

Entry 7:
23
Properties=species:S:1:pos:R:3 method="wB97M-V/def2-TZVPD" e_homo_ev=-5.01 lumo_energy_ev=3.61 de_lowest_ev=0.824 homo_lumo_gap_ev=8.6 spin_multiplicity=1 total_charge=-1
C -0.10267 0.70296 0.80140
O 0.11895 2.09504 0.65920
C 1.23375 0.09880 1.19449
C 1.21949 -1.41655 0.90338
C 2.63696 -1.98440 0.69799
H -0.90056 0.58787 1.56472
H -0.51856 0.34150 -0.14188
H 1.41382 0.29271 2.26348
H 2.02561 0.60504 0.61910
H 0.67423 -1.55899 -0.02989
H 0.67580 -1.87729 1.75354
H 3.29411 -1.22793 0.31574
H 2.67645 -2.85773 0.03237
H 2.91403 -2.35261 1.69428
H -1.44407 3.53724 -1.61735
H -0.33271 2.54401 -0.13452
O -0.93427 2.71233 -1.53738
H -2.13834 -1.29269 -0.60675
H -3.10360 -0.57432 -1.47882
O -2.95169 -1.54421 -1.08251
H -2.18561 0.35759 -2.44844
H -1.69264 1.94512 -1.69348
O -2.57848 0.86652 -1.72868

---

Entry 8:
25
Properties=species:S:1:pos:R:3 method="wB97M-V/def2-TZVPD" e_homo_ev="-10.73 / -13.08" lumo_energy_ev="-4.39 / -4.96" de_lowest_ev=0.000 homo_lumo_gap_ev="6.3 / 8.1" spin_multiplicity=7 total_charge=+1 s_squared=12.00
Ti 0.55109 -3.09030 -0.79676
Ti 1.57402 -0.49599 -2.64921
O 0.51760 -0.83975 -0.66335
H -0.10633 -0.84665 0.08844
C 3.60590 -1.64274 1.08857
O 2.53837 -0.82887 1.38985
H 3.26328 -2.58424 0.65926
H 4.24464 -1.12301 0.37444
H 4.18264 -1.81667 1.99698
H 1.91352 -0.89081 0.66369
C 0.96770 2.64991 -0.53996
O 1.74172 1.50505 -0.72423
H 0.98410 2.95285 0.50697
H 1.27983 3.49155 -1.15829
H -0.03377 2.44528 -0.91848
H 1.17220 0.74550 -0.58168
C -4.09321 0.29447 0.27480
C -2.69041 -0.30002 0.23256
O -1.85782 0.61495 -0.38798
H -4.23225 1.09969 0.99619
H -4.87274 -0.37624 0.63615
H -4.42120 0.73731 -0.66563
H -2.74245 -1.23170 -0.33080
H -2.38032 -0.59306 1.23558
H -1.10612 0.12350 -0.72711

---

Entry 9:
34
Properties=species:S:1:pos:R:3 method="wB97M-V/def2-TZVPD" e_homo_ev="-12.42 / -12.42" lumo_energy_ev="-3.46 / -7.68" de_lowest_ev=0.000 homo_lumo_gap_ev="9.0 / 4.7" spin_multiplicity=2 total_charge=+1 s_squared=0.76
Cu -1.76686 -2.88384 -3.05771
Br -1.28425 -1.94175 -0.66988
C -0.75944 2.76764 -0.05016
O 0.17909 2.78322 -0.83215
N -1.46785 1.61423 0.23988
N -1.23512 3.91541 0.54400
H -2.44749 1.71148 0.43187
H -1.16565 0.74776 -0.16500
H -1.99271 3.91577 1.19736
H -1.02234 4.78314 0.08563
C -1.77500 -1.78600 3.42006
O -2.06882 -1.79867 4.60786
N -0.77979 -2.64554 2.90712
N -2.19360 -0.88434 2.49600
H -0.62232 -2.58463 1.89257
H -0.24177 -3.33146 3.42452
H -1.86192 -1.04958 1.55768
H -2.83381 -0.15011 2.72332
C 2.21649 -0.51589 1.82666
O 1.68190 -1.47710 2.44083
N 3.22775 0.18710 2.41171
N 1.85338 -0.18410 0.56097
H 3.38705 1.14806 2.16119
H 3.47279 -0.08362 3.34860
H 1.03482 -0.58254 0.11477
H 2.42553 0.49031 0.08593
C 0.46408 -0.70248 -4.20482
O -0.39561 -1.60461 -4.07786
N 1.01332 -0.11035 -3.08797
N 0.78560 -0.11028 -5.39688
H 1.79025 0.51998 -3.11658
H 0.81043 -0.57367 -2.21933
H 0.26147 -0.32507 -6.22464
H 1.31042 0.74150 -5.37558

---

Entry 10:
25
Properties=species:S:1:pos:R:3 method="wB97M-V/def2-TZVPD" e_homo_ev=-13.73 lumo_energy_ev=-2.97 de_lowest_ev=0.202 homo_lumo_gap_ev=10.8 spin_multiplicity=1 total_charge=+1
K -0.36478 0.92956 0.14345
C -2.64202 3.05693 2.00828
O -2.80993 2.20471 0.84061
H -2.04103 2.55401 2.76699
H -2.23211 4.01630 1.69489
H -3.62081 3.32816 2.41502
H -3.50116 1.59163 1.12038
C 3.50918 0.37089 1.13416
O 2.19188 0.88322 0.88657
H 3.47278 -0.69982 0.96750
H 4.22975 0.83796 0.46026
H 3.83556 0.57908 2.15412
H 2.21595 1.83320 1.04252
C -1.92221 -2.47322 -0.44250
O -1.90152 -1.14294 -1.04118
H -2.86984 -2.68759 0.05536
H -1.84077 -3.24383 -1.21299
H -1.07917 -2.47487 0.24064
H -2.65251 -1.16532 -1.65079
C 2.03801 -1.38581 -2.36267
O 0.85242 -0.93062 -1.66682
H 2.89474 -1.14985 -1.73513
H 2.03924 -2.47718 -2.41384
H 2.07284 -0.92815 -3.34668
H 0.12551 -1.42646 -2.05813

---

Entry 11:
33
Properties=species:S:1:pos:R:3 method="wB97M-V/def2-TZVPD" e_homo_ev="-8.30 / -8.29" lumo_energy_ev="-1.04 / -1.04" de_lowest_ev=1.425 homo_lumo_gap_ev="7.3 / 7.2" spin_multiplicity=3 s_squared=2.00
Ni -0.03153 0.21267 -0.20466
N 3.09608 0.15500 1.04349
O 4.20681 0.17626 0.48996
O 3.03221 -0.07382 2.26134
O 2.06112 0.33607 0.37164
N 0.26752 -3.04394 0.21324
O 0.29143 -3.44270 1.36481
O 0.12255 -1.82954 0.01383
O 0.16617 -3.81103 -0.71336
C -0.32710 -0.08352 3.07473
O -0.50379 0.57965 1.86458
H -0.42601 -1.14607 2.85270
H 0.66820 0.06128 3.49487
H -1.09816 0.23964 3.77410
H -0.83324 1.43897 2.13777
C -3.02335 -0.99512 -0.29799
O -2.00616 -0.15399 -0.77455
H -3.22014 -0.77395 0.75104
H -3.94434 -0.92159 -0.87635
H -2.74144 -2.04618 -0.36063
H -2.32552 0.30839 -1.55288
C 0.51977 -1.05423 -3.04866
O 0.46582 0.14888 -2.31237
H -0.49908 -1.41142 -3.19852
H 0.90005 -0.92932 -4.06250
H 1.16992 -1.73811 -2.50303
H 0.51112 0.87783 -2.93542
C 0.92800 3.21535 -0.02165
O -0.11987 2.30699 -0.40432
H 1.36730 3.74075 -0.86962
H 0.39547 3.95036 0.58191
H 1.69533 2.79880 0.63087
H -0.76514 2.90764 -0.78437

---

Entry 12:
23
Properties=species:S:1:pos:R:3 method="wB97M-V/def2-TZVPD" e_homo_ev=-19.77 lumo_energy_ev=-7.78 de_lowest_ev=3.539 homo_lumo_gap_ev=12.0 spin_multiplicity=1 total_charge=+2
C -1.11998 -0.53659 2.16515
C -0.43825 0.57592 1.32189
C -0.43797 0.46793 -0.03758
C 0.72139 -0.60029 -0.17781
N 1.74200 -0.15266 -1.27600
N -1.57098 2.24450 1.63954
H -0.96216 -0.29824 3.21527
H -0.60358 -1.41167 1.65123
H -2.16402 -0.82200 2.15002
H 0.41294 1.02674 1.87753
H -1.43482 0.08684 -0.49685
H -0.20686 1.37063 -0.79337
H 0.40917 -1.55886 -0.35955
H 1.31417 -0.77028 0.61546
H 1.29902 0.78039 -1.39264
H 1.44907 -0.80571 -2.05657
H 2.61649 -0.01833 -0.89561
H -1.85349 2.08850 2.58744
H -1.44470 3.18258 1.57899
H -2.50451 2.08891 1.21129
H 1.61427 -2.60810 -3.03085
H 0.70767 -1.82441 -4.00653
O 0.97539 -1.82396 -3.00375

---

Number 1: maximum force 0.081 hartree/bohr. Number 2: maximum force 0.113 hartree/bohr. Number 3: maximum force 0.008 hartree/bohr. Number 4: maximum force 0.100 hartree/bohr. Number 5: maximum force 0.039 hartree/bohr. Number 6: maximum force 0.062 hartree/bohr. Number 7: maximum force 0.037 hartree/bohr. Number 8: maximum force 0.042 hartree/bohr. Number 9: maximum force 0.049 hartree/bohr. Number 10: maximum force 0.022 hartree/bohr. Number 11: maximum force 0.069 hartree/bohr. Number 12: maximum force 0.140 hartree/bohr.